The following is a DFT calculation (ωB97M-V with the def2-TZVPD basis set) of a 11-piece molecular cluster, C40H83N3O24P4S4 overall in a non-equilibrium geometry.

Geometry as XYZ:
```
158
Properties=species:S:1:pos:R:3:forces:R:3:mulliken_charge:R:1
C -5.130464 -2.241064 -1.192213 0.3 0.5 0.3 0.273
O -4.563886 -3.537235 -1.420995 1.1 -0.3 -0.7 -0.368
P -3.951201 -3.865911 -2.886052 -0.8 -0.3 -0.4 0.798
O -3.672113 -2.722764 -3.779986 0.3 -0.3 1.1 -0.397
O -2.722994 -4.865124 -2.594679 -1.5 1.2 -0.7 -0.404
C -1.859986 -4.620277 -1.511308 0.6 -1.4 2.1 -0.594
O -5.041533 -4.847519 -3.529287 0.8 -0.3 1.0 -0.425
C -6.291712 -4.364203 -4.021631 0.2 0.0 -1.5 -0.559
H -5.743233 -2.279315 -0.292641 -0.6 -0.4 -0.5 0.199
H -5.580436 -1.914409 -2.126903 -0.5 0.4 0.4 0.164
H -4.388382 -1.502696 -0.875361 0.3 -0.1 -0.4 -0.286
H -2.130502 -5.347798 -0.735404 0.1 -0.2 -0.1 0.414
H -1.902045 -3.697614 -0.929309 -0.3 0.5 -1.0 0.122
H -0.832571 -4.864958 -1.777466 -0.1 0.3 -0.4 0.313
H -7.066874 -5.123730 -3.940459 0.2 -0.1 0.7 0.255
H -6.152931 -4.262302 -5.100650 -0.1 0.3 0.0 0.277
H -6.611251 -3.397513 -3.638039 0.1 -0.1 0.3 0.232
C -2.656724 -2.447347 4.044652 -0.2 -0.7 -0.3 -0.717
O -2.008869 -1.196376 4.096364 0.2 1.5 0.4 0.513
P -2.661225 0.004408 4.955593 0.9 -0.2 -0.2 0.574
O -3.616607 0.852888 4.211771 0.8 -0.3 0.5 -0.636
O -3.306669 -0.805079 6.145549 1.1 0.1 0.4 -0.327
C -4.682384 -0.915132 6.353203 -1.3 -0.4 0.1 -0.576
O -1.376593 0.735768 5.624983 -1.8 -0.6 -1.6 -0.465
C -0.131511 0.038322 5.681136 0.6 -0.3 1.6 -0.470
H -3.688229 -2.317930 3.708096 0.0 -0.2 -0.1 0.212
H -2.635206 -2.964601 5.005148 0.0 0.2 0.1 0.296
H -2.093011 -3.048116 3.331976 -0.2 0.0 -0.1 0.183
H -5.013393 -0.145066 7.050713 -0.2 0.1 -0.3 0.296
H -4.918955 -1.883605 6.798828 0.4 0.0 0.1 0.255
H -5.209537 -0.902465 5.397338 -0.2 0.4 0.2 0.175
H -0.267733 -1.033371 5.572006 0.2 0.1 -0.5 0.257
H 0.206333 0.145558 6.715502 0.1 0.2 -0.1 0.361
H 0.627327 0.469745 5.031174 -0.3 -0.1 -0.3 0.098
C 4.408401 -1.302832 -1.603702 -0.3 -1.2 1.4 0.377
O 5.714396 -1.408869 -2.194739 -0.5 0.1 -1.4 -0.093
P 5.902923 -2.385643 -3.447076 -0.8 -0.1 -0.5 0.567
O 6.064797 -3.819704 -3.198298 -0.2 0.2 0.4 -0.697
O 4.607503 -2.036701 -4.362186 1.6 0.7 1.9 0.008
C 4.331014 -2.821655 -5.466355 -0.4 -0.3 -2.6 -0.866
O 7.139483 -1.767118 -4.205686 -0.7 0.3 -0.1 -0.362
C 8.368845 -1.547476 -3.510144 -0.6 0.7 0.2 -0.660
H 4.544748 -1.809460 -0.649086 -0.3 0.4 0.2 -0.007
H 3.585572 -1.844288 -2.073441 0.5 -0.1 -0.7 -0.072
H 4.046514 -0.295836 -1.426602 0.7 0.2 -0.3 -0.249
H 5.036405 -3.633257 -5.653245 -0.2 -0.3 0.6 0.403
H 4.426209 -2.220085 -6.380520 0.0 0.3 0.2 0.302
H 3.284771 -3.132424 -5.479683 0.2 -0.3 0.4 0.274
H 9.107431 -1.641663 -4.300954 0.5 -0.2 0.6 0.249
H 8.436242 -2.187651 -2.629797 0.5 -0.5 -0.4 0.331
H 8.330094 -0.534587 -3.101123 0.3 0.1 -0.3 0.230
C 0.017037 7.082365 1.807921 -0.7 0.1 -1.1 -0.647
O -1.230469 6.439817 2.142913 -0.5 -0.3 0.1 -0.459
P -1.571457 4.980038 1.594743 0.7 0.5 1.3 1.295
O -1.538947 4.863862 0.136619 -0.4 -0.4 0.1 -0.691
O -0.465739 4.153268 2.392808 0.3 0.7 -0.5 -0.477
C -0.048850 2.865246 1.962274 0.0 -0.5 1.3 -0.133
O -2.918727 4.534210 2.345142 0.9 1.2 -0.9 -0.329
C -2.988709 4.340000 3.748711 -0.1 -1.2 1.6 -0.505
H 0.216365 6.966659 0.739338 0.2 -0.6 0.1 0.258
H 0.824576 6.699629 2.423907 0.0 0.2 0.0 0.253
H -0.155646 8.156710 1.840482 0.1 0.0 0.8 0.320
H 1.007955 2.838438 1.689306 -0.2 0.4 -0.7 -0.165
H -0.753103 2.471024 1.233533 0.4 -0.3 -0.1 0.522
H -0.046456 2.304362 2.901994 -0.4 -0.6 -0.3 0.043
H -4.047116 4.265214 3.984394 0.0 -0.2 -0.1 0.314
H -2.549549 4.992383 4.510848 0.1 1.3 -1.1 0.320
H -2.466912 3.437742 4.081160 -0.4 -0.5 -0.7 0.051
O 3.927670 0.130928 0.815505 -0.3 -0.7 0.2 -0.276
S 4.035353 0.364381 2.239050 0.5 1.9 0.8 1.155
O 2.946326 -0.036981 3.148603 1.7 0.1 -1.1 -0.571
C 5.739332 -0.113162 2.873159 -0.5 -0.1 0.2 -0.858
C 6.606040 1.138859 3.135549 -1.2 0.3 -1.4 -0.659
C 5.619583 2.299253 3.311349 -0.9 0.1 1.3 -0.907
C 4.388859 2.154514 2.400312 0.8 -0.7 -0.1 -0.204
H 6.228241 -0.748305 2.137970 -0.4 -0.4 0.2 0.365
H 5.465984 -0.598042 3.810248 0.4 -0.4 -0.1 0.456
H 7.252688 1.016822 4.000048 0.0 0.0 0.0 0.366
H 7.202747 1.375251 2.252972 0.2 -0.4 0.0 0.259
H 6.060144 3.273057 3.104388 0.1 0.0 0.3 0.458
H 5.314812 2.232401 4.358998 -0.2 0.5 0.0 0.328
H 4.762813 2.498899 1.435756 -0.7 -0.2 -0.4 -0.265
H 3.457136 2.652961 2.655151 0.2 0.2 0.2 0.456
O 1.920028 -3.923226 5.141971 0.6 -0.5 -0.7 -0.660
S 2.180308 -4.550421 3.856402 -1.4 -0.3 -1.3 1.092
O 2.135193 -5.992365 3.676504 0.4 0.5 0.7 -0.666
C 1.012434 -3.904223 2.584521 0.5 1.8 0.3 -0.005
C 1.902022 -3.217698 1.504804 0.2 -0.9 -0.9 0.376
C 3.310268 -3.883908 1.509519 -0.2 0.5 1.4 -0.528
C 3.651436 -3.937711 3.022603 0.2 0.3 0.4 -0.681
H 0.450595 -3.096464 3.057410 -0.1 -0.1 0.2 -0.373
H 0.281554 -4.650025 2.283792 0.5 -0.4 -0.2 0.514
H 1.487121 -3.266294 0.495704 -0.3 -0.4 0.1 0.330
H 1.985301 -2.139099 1.634982 0.1 -0.1 0.6 -0.526
H 4.064743 -3.255227 1.038343 -0.1 0.0 -0.2 0.062
H 3.323906 -4.865837 1.041009 -0.1 -0.1 0.1 0.442
H 3.812824 -2.931625 3.417633 -0.2 0.2 -0.2 0.010
H 4.510222 -4.506280 3.379454 -0.1 -0.4 -0.3 0.671
O -3.335814 0.365535 -5.526617 -1.0 0.3 1.3 -0.832
S -4.269943 0.619412 -4.409062 0.6 0.0 -0.6 1.163
O -5.268116 -0.361851 -4.065541 -0.2 0.4 -0.5 -0.562
C -3.377453 1.021786 -2.904288 -0.1 -0.8 0.4 1.777
C -3.320427 2.503883 -2.890383 0.2 2.1 0.3 -0.793
C -4.694429 3.030773 -3.295451 -1.6 -0.7 0.1 -0.546
C -5.030199 2.283439 -4.605567 0.3 0.1 -0.5 -0.803
H -2.460928 0.443052 -2.805528 0.2 0.3 -0.5 -0.694
H -3.986046 0.669678 -2.067507 -0.3 0.0 -0.2 -0.662
H -3.077602 2.936029 -1.917862 0.3 -0.3 0.1 0.294
H -2.624948 2.949902 -3.606344 0.3 -0.4 0.0 0.313
H -4.809918 4.114040 -3.329604 0.6 0.0 -0.6 0.480
H -5.460035 2.819725 -2.540890 0.2 -0.6 0.1 0.035
H -4.580782 2.803708 -5.453207 0.5 -0.3 0.0 0.352
H -6.046631 2.096020 -4.950459 -0.2 0.1 0.7 0.462
O 3.561069 5.056754 0.793675 0.2 -0.7 -0.3 -0.568
S 3.603375 5.214656 -0.647710 0.6 0.2 0.2 1.175
O 3.802224 6.554658 -1.124463 -0.4 0.3 -0.4 -0.762
C 4.881863 4.167490 -1.462177 -1.1 -0.1 -0.1 -0.894
C 4.125735 2.904642 -1.935023 0.6 -0.6 -0.4 -0.558
C 2.704189 2.913974 -1.437001 -1.5 -0.9 0.6 0.342
C 2.212610 4.348423 -1.365309 -0.1 0.5 -0.4 -0.689
H 5.694050 4.088289 -0.743131 0.0 -0.3 -0.1 0.428
H 5.183381 4.697740 -2.362079 0.3 0.4 0.4 0.389
H 4.055875 2.869421 -3.024886 0.2 0.5 -0.1 0.529
H 4.612761 1.947766 -1.738441 0.2 0.2 0.5 0.038
H 2.545938 2.394968 -0.486037 0.5 0.4 0.4 -0.473
H 2.060342 2.279592 -2.051927 0.0 0.4 -0.5 0.524
H 1.289418 4.546149 -0.821322 0.2 -0.2 0.4 0.172
H 2.062544 4.808135 -2.345282 0.2 -0.2 -0.2 0.393
C -1.639462 -0.826751 0.643312 -1.3 -0.3 -1.1 -0.967
C -0.347224 -0.429772 0.899026 1.8 0.8 1.9 -0.918
C 0.394434 -0.327607 -0.258392 -1.2 -1.4 0.2 -1.233
N -0.458256 -0.846196 -1.211400 1.1 1.4 -1.2 1.124
C -1.693805 -1.042292 -0.725541 -0.4 -0.5 0.6 -0.805
H -2.458670 -0.899565 1.340961 0.1 -0.1 0.0 0.751
H 0.026233 -0.327283 1.910465 0.2 0.4 -0.1 0.975
H 1.429364 -0.093770 -0.443326 0.0 -0.1 0.0 0.824
H -0.204857 -0.931321 -2.193664 -0.1 -0.1 0.2 -0.002
H -2.501746 -1.365894 -1.361892 0.1 0.0 -0.1 0.255
C -6.731801 0.878908 0.183577 1.1 0.1 0.1 -0.573
C -7.260590 -0.158891 0.970843 -0.6 -0.8 0.6 -0.987
C -6.403289 -0.403261 2.015552 0.3 -0.2 0.1 -0.274
N -5.296490 0.369190 1.841224 -0.8 -0.3 -0.5 0.751
C -5.471863 1.124573 0.711030 0.6 0.5 0.9 -0.732
H -7.265592 1.444361 -0.562112 0.3 -0.2 -0.4 0.476
H -8.105074 -0.799815 0.765871 -0.4 0.5 0.1 0.394
H -6.499858 -1.006949 2.904492 -0.1 -0.2 -0.2 0.383
H -4.548544 0.460726 2.514906 0.1 0.2 0.0 0.007
H -4.621163 1.777510 0.567962 -0.5 0.5 -0.8 0.708
C 0.952352 -1.904699 -3.769855 -1.1 -1.4 -0.3 0.301
C 1.454394 -0.800016 -4.432013 0.1 1.1 -0.9 -0.127
C 0.375693 -0.138001 -5.032783 0.4 0.7 0.5 -1.142
N -0.765300 -0.799904 -4.716349 1.0 -2.0 0.8 0.263
C -0.403933 -1.956996 -4.032945 -0.7 0.6 0.2 -1.970
H 1.535388 -2.642436 -3.240220 -0.1 -0.1 0.0 0.629
H 2.526240 -0.680033 -4.499788 -0.1 0.7 -0.2 0.618
H 0.278386 0.795604 -5.564826 0.4 0.0 -0.1 0.470
H -1.738764 -0.552348 -4.854773 0.1 0.2 -0.7 0.371
H -1.188489 -2.660174 -3.798734 0.1 0.0 0.2 0.493
```
Positions in Å, forces in eV/Å.

## Properties
**Structure (SMILES)**: COP(=O)(OC)OC.COP(=O)(OC)OC.COP(=O)(OC)OC.COP(=O)(OC)OC.O=S1(=O)CCCC1.O=S1(=O)CCCC1.O=S1(=O)CCCC1.O=S1(=O)CCCC1.c1cc[nH]c1.c1cc[nH]c1.c1cc[nH]c1
**Molar mass**: 1242.3 Da
**DFT total energy**: -176937.9688 eV
**Lowest unoccupied orbital energy**: -0.00232 Eh
**F_max**: 0.054 Eh/bohr